Entry 1:
DFT (ωB97M-V/def2-TZVPD) results for a molecular structure, C46H46LiN8O2Te in a non-equilibrium geometry.

ORCA input file:
```
! wB97M-V def2-TZVPD RIJCOSX def2/J DEFGRID3
* xyz 0 2
Li 0.779 -0.882 -2.174
C -2.727 -2.497 -5.209
C -3.360 -3.212 -4.208
N -2.743 -3.583 -2.995
C -1.449 -3.413 -3.096
C -0.797 -2.927 -4.101
N -1.348 -2.294 -5.149
C -0.857 -3.605 -1.674
C -1.347 -4.265 -0.654
C -0.680 -4.418 0.566
C 0.611 -3.984 0.749
C 1.098 -3.329 -0.430
N 0.508 -3.055 -1.611
C 2.531 -2.705 -0.341
C 3.544 -3.342 0.189
N 4.720 -2.781 0.256
C 4.817 -1.582 -0.324
C 3.753 -0.903 -0.862
N 2.452 -1.456 -0.885
C -1.321 -5.278 1.458
C -0.528 -5.970 2.511
C -1.175 -6.901 3.397
N -2.402 -7.323 3.295
C -3.145 -6.527 2.586
C -2.647 -5.503 1.740
H -3.246 -2.345 -6.033
H -4.762 -3.288 -4.216
H 0.313 -2.419 -4.193
H -2.387 -5.360 -1.012
H 0.897 -3.689 1.900
H 3.748 -4.320 0.775
H 6.199 -1.254 -0.558
H 4.305 -0.026 -1.276
H 0.593 -5.928 2.518
H -0.500 -7.299 4.161
H -4.222 -6.785 2.518
H -3.336 -4.689 1.044
C -4.283 0.761 -0.963
N -3.226 -0.191 -0.806
C -3.588 -1.468 -0.287
C -1.973 0.030 -1.190
O -1.124 -0.709 -1.134
H -5.022 0.398 -1.563
H -3.948 1.708 -1.391
H -4.980 0.954 0.204
H -4.672 -1.283 0.282
H -2.848 -2.010 0.442
H -3.989 -2.257 -1.372
H -1.698 0.990 -1.568
C 2.717 3.070 6.096
C 2.582 2.472 4.604
C 2.178 3.419 3.599
C 1.729 3.084 2.245
C 1.238 4.094 1.382
C 1.787 1.742 1.966
Te 1.038 1.203 0.090
N 2.244 2.294 -1.114
C 2.044 1.847 -2.328
O 1.204 0.931 -2.626
C 2.918 2.354 -3.352
C 2.407 2.500 -4.606
C 3.213 3.180 -5.615
C 4.335 3.905 -5.259
C 4.666 3.907 -3.962
C 3.946 3.320 -2.972
C -0.738 2.182 0.587
C -1.507 1.736 1.652
C -1.259 0.354 2.154
C -2.763 2.343 1.990
C -3.298 3.447 1.320
C -4.670 3.993 1.578
C -2.526 3.984 0.283
C -1.311 3.332 -0.104
C -0.779 3.828 -1.394
C 2.232 0.810 2.878
C 2.253 -0.781 2.733
C 2.616 1.153 4.189
H 3.376 2.140 6.497
H 1.746 2.862 6.590
H 3.095 4.145 6.152
H 2.329 4.551 3.888
H 0.297 4.228 1.638
H 1.263 3.897 0.318
H 1.667 5.304 1.443
H 1.737 1.866 -4.844
H 2.748 3.097 -6.710
H 4.808 4.307 -6.138
H 5.796 4.482 -3.838
H 4.339 3.267 -2.012
H -0.443 -0.161 1.886
H -1.950 -0.075 1.751
H -1.182 0.349 3.325
H -3.470 1.896 2.837
H -5.223 4.224 0.714
H -4.501 4.853 2.155
H -5.172 3.382 2.188
H -2.780 4.878 -0.382
H -0.784 5.010 -1.753
H -1.063 3.154 -2.432
H 0.301 3.826 -1.657
H 1.993 -1.031 1.651
H 1.553 -1.111 3.285
H 3.488 -1.124 3.273
H 3.004 0.298 4.843
*
```

Output
**E_LUMO (alpha / beta)**: -0.37 / -0.34 eV
**Frontier orbital gap (alpha / beta)**: 4.098 / 7.562 eV

***

Entry 2:
DFT (ωB97M-V/def2-TZVPD) results for a molecular structure, C46H47BiN3O2P2S4 in a non-equilibrium geometry.

ORCA input file:
```
! wB97M-V def2-TZVPD RIJCOSX def2/J DEFGRID3
* xyz 3 1
Bi 0.493 -0.733 -0.407
C -0.187 -4.255 0.592
C -1.078 -4.325 -0.632
S -1.508 -2.706 -1.386
C -1.205 -3.042 -3.152
C 0.218 -3.380 -3.566
S 1.459 -2.199 -2.927
C 2.661 -3.338 -2.161
C 2.166 -4.238 -1.039
S 1.408 -3.384 0.400
H -0.668 -3.720 1.413
H 0.035 -5.266 0.937
H -0.643 -4.934 -1.421
H -2.023 -4.790 -0.346
H -1.880 -3.849 -3.435
H -1.535 -2.129 -3.642
H 0.517 -4.384 -3.269
H 0.272 -3.332 -4.654
H 3.066 -3.960 -2.960
H 3.457 -2.683 -1.810
H 1.437 -4.964 -1.390
H 3.015 -4.793 -0.639
O 2.572 1.107 2.314
S 1.423 1.312 1.423
C 1.753 2.719 0.366
C 2.820 3.554 0.647
C 3.075 4.622 -0.199
C 2.262 4.850 -1.302
C 1.194 4.007 -1.573
C 0.946 2.905 -0.756
P -0.511 1.850 -1.090
C -0.453 1.341 -2.838
C 0.618 1.540 -3.704
C 0.534 1.094 -5.016
C -0.613 0.460 -5.472
C -1.679 0.245 -4.606
C -1.594 0.662 -3.287
C -1.812 3.147 -1.013
C -1.998 3.836 0.187
C -2.920 4.867 0.256
C -3.657 5.220 -0.868
C -3.458 4.549 -2.064
C -2.540 3.510 -2.142
C 0.068 1.910 2.443
C 0.212 3.081 3.171
C -0.792 3.458 4.046
C -1.922 2.662 4.200
C -2.057 1.489 3.477
C -1.060 1.101 2.580
P -1.254 -0.509 1.731
C -1.193 -1.659 3.141
C 0.064 -2.018 3.629
C 0.168 -2.775 4.785
C -0.981 -3.182 5.450
C -2.233 -2.828 4.967
C -2.346 -2.060 3.817
C -2.954 -0.554 1.094
C -3.627 0.624 0.780
C -4.905 0.573 0.245
C -5.527 -0.651 0.049
C -4.869 -1.829 0.379
C -3.580 -1.784 0.882
H 3.434 3.362 1.520
H 3.902 5.288 0.009
H 2.455 5.692 -1.953
H 0.541 4.207 -2.414
H 1.515 2.036 -3.364
H 1.364 1.257 -5.691
H -0.685 0.142 -6.504
H -2.581 -0.235 -4.966
H -2.434 0.513 -2.611
H -1.410 3.587 1.063
H -3.059 5.401 1.187
H -4.378 6.024 -0.811
H -4.013 4.837 -2.948
H -2.389 3.007 -3.086
H 1.102 3.687 3.059
H -0.691 4.371 4.618
H -2.696 2.950 4.899
H -2.935 0.870 3.610
H 0.957 -1.686 3.106
H 1.139 -3.043 5.180
H -0.901 -3.771 6.354
H -3.127 -3.141 5.488
H -3.324 -1.770 3.463
H -3.170 1.579 0.981
H -5.415 1.495 -0.007
H -6.534 -0.690 -0.345
H -5.368 -2.781 0.250
H -3.069 -2.705 1.139
C 6.714 -1.171 0.525
N 5.343 -0.835 0.163
C 4.957 -0.160 -1.062
C 3.449 -0.132 -0.906
O 2.620 0.364 -1.669
N 3.099 -0.764 0.235
C 4.249 -1.114 0.868
N 4.268 -1.695 2.059
H 7.383 -0.772 -0.231
H 6.847 -2.253 0.573
H 6.991 -0.730 1.484
H 5.247 -0.712 -1.960
H 5.385 0.843 -1.124
H 3.434 -1.624 2.619
H 5.139 -1.771 2.562
*
```

Output
**E_LUMO**: -8.17 eV
**Frontier orbital gap**: 7.287 eV

***

Entry 3:
DFT (ωB97M-V/def2-TZVPD) results for a molecular structure, C46H47ClN4O4P2V in a non-equilibrium geometry.

ORCA input file:
```
! wB97M-V def2-TZVPD RIJCOSX def2/J DEFGRID3
* xyz 0 2
V -0.037 0.275 -0.274
C -1.519 -2.311 -1.950
P -1.645 -2.215 0.131
C -1.567 -2.737 1.994
C -2.570 -3.290 2.775
C -2.304 -3.637 4.089
C -1.043 -3.451 4.629
C -0.033 -2.911 3.851
C -0.300 -2.580 2.537
C -3.397 -2.757 -0.030
C -4.446 -1.854 -0.039
C -5.748 -2.298 -0.200
C -6.004 -3.650 -0.362
C -4.958 -4.561 -0.337
C -3.661 -4.113 -0.174
C -0.491 -1.490 -2.556
C 0.403 -1.851 -3.571
C 1.022 -0.673 -4.010
C 0.506 0.345 -3.222
C 0.531 1.833 -3.288
P -0.410 2.259 -1.754
C -0.073 4.084 -1.802
C 0.629 4.754 -0.807
C 0.926 6.099 -0.944
C 0.514 6.792 -2.067
C -0.205 6.138 -3.056
C -0.491 4.795 -2.924
C -2.170 2.378 -2.211
C -2.958 3.306 -1.524
C -4.313 3.392 -1.772
C -4.904 2.564 -2.714
C -4.129 1.643 -3.400
C -2.772 1.543 -3.146
N -0.394 -0.151 -2.326
H -2.520 -1.931 -2.163
H -1.433 -3.359 -2.226
H -3.568 -3.415 2.383
H -3.101 -4.025 4.707
H -0.858 -3.692 5.664
H 0.934 -2.698 4.279
H 0.444 -2.104 1.909
H -4.231 -0.799 0.079
H -6.560 -1.586 -0.202
H -7.015 -4.000 -0.513
H -5.148 -5.620 -0.446
H -2.837 -4.814 -0.151
H 0.523 -2.840 -3.969
H 1.733 -0.567 -4.810
H 0.043 2.225 -4.191
H 1.534 2.273 -3.224
H 0.930 4.236 0.094
H 1.481 6.604 -0.167
H 0.761 7.835 -2.183
H -0.545 6.676 -3.929
H -1.056 4.289 -3.696
H -2.503 3.961 -0.792
H -4.916 4.105 -1.228
H -5.963 2.641 -2.916
H -4.589 0.994 -4.133
H -2.181 0.807 -3.673
N 2.497 1.778 -0.691
C 3.022 1.457 0.551
C 4.277 0.856 0.629
C 4.831 0.501 1.846
C 4.153 0.787 3.018
C 2.922 1.419 2.956
C 2.321 1.733 1.741
C 0.975 2.342 1.760
C 0.744 3.440 2.592
C -0.510 4.012 2.691
C -1.580 3.452 2.001
C -1.361 2.361 1.183
C -0.093 1.788 1.028
H 1.841 2.547 -0.692
H 3.169 1.788 -1.446
H 4.813 0.667 -0.294
H 5.806 0.030 1.878
H 4.589 0.531 3.972
H 2.396 1.632 3.871
H 1.574 3.852 3.150
H -0.662 4.885 3.311
H -2.574 3.866 2.112
H -2.209 1.901 0.678
O -1.773 0.620 3.549
Cl -0.578 0.060 2.862
O 0.602 0.040 3.792
O -1.629 -0.691 0.280
O 1.146 -0.512 0.291
N 3.818 -3.326 0.762
C 2.544 -3.883 1.289
C 1.652 -4.342 0.116
N 1.488 -3.340 -0.900
C 2.751 -2.835 -1.374
C 3.567 -2.239 -0.225
H 4.336 -4.077 0.290
H 4.381 -2.967 1.536
H 2.034 -3.088 1.834
H 2.762 -4.709 1.968
H 0.664 -4.593 0.509
H 2.080 -5.238 -0.356
H 0.897 -2.566 -0.579
H 2.542 -2.063 -2.117
H 3.297 -3.660 -1.856
H 2.950 -1.450 0.237
H 4.526 -1.832 -0.547
*
```

Output
**E_LUMO (alpha / beta)**: -0.98 / -0.98 eV
**Frontier orbital gap (alpha / beta)**: 3.740 / 3.706 eV

***

Entry 4:
DFT (ωB97M-V/def2-TZVPD) results for a molecular structure, C46H48AsCoN3O in a non-equilibrium geometry.

ORCA input file:
```
! wB97M-V def2-TZVPD RIJCOSX def2/J DEFGRID3
* xyz -1 5
Co 1.283 0.328 -0.836
N 1.515 -2.662 1.512
N 1.268 -1.729 -1.984
C 1.809 2.167 -1.390
C 2.938 1.327 -1.059
C 2.764 0.876 0.301
C 3.704 0.054 1.118
H 4.487 -0.375 0.480
H 3.157 -0.777 1.590
H 4.185 0.653 1.909
C 1.575 1.507 0.817
C 1.151 1.506 2.236
H 1.759 2.178 2.860
H 1.241 0.486 2.630
H 0.101 1.807 2.325
C 0.957 2.256 -0.236
C -0.254 3.109 -0.071
H -0.978 2.599 0.575
H -0.724 3.302 -1.043
H -0.006 4.078 0.390
C 4.121 1.049 -1.926
H 4.962 1.731 -1.719
H 3.847 1.154 -2.983
H 4.471 0.020 -1.770
C 1.628 2.964 -2.637
H 0.558 3.136 -2.817
H 2.036 2.425 -3.504
H 2.127 3.945 -2.555
C 0.916 -3.446 2.412
H 1.428 -3.574 3.366
C -0.340 -4.031 2.213
H -0.865 -4.514 3.041
C -0.903 -3.954 0.945
H -1.847 -4.441 0.713
C -0.254 -3.206 -0.033
H -0.644 -3.113 -1.043
C 0.934 -2.535 0.310
C 1.685 -1.682 -0.620
H 2.764 -1.850 -0.502
C 0.913 -0.511 -2.482
C 1.371 -2.668 -2.995
H 1.608 -3.692 -2.801
C 1.121 -2.007 -4.146
H 1.088 -2.359 -5.149
N 0.883 -0.675 -3.818
C 0.670 0.377 -4.761
C 1.681 0.700 -5.677
C 1.454 1.777 -6.539
H 2.229 2.051 -7.256
C 0.265 2.503 -6.498
C 0.028 3.638 -7.450
H -0.515 4.449 -6.950
H -0.573 3.316 -8.312
H 0.980 4.025 -7.827
C -0.720 2.150 -5.574
H -1.662 2.698 -5.548
C -0.525 1.097 -4.679
C -1.578 0.729 -3.686
H -1.716 -0.356 -3.609
H -2.529 1.166 -4.011
H -1.360 1.119 -2.679
C 2.978 -0.047 -5.745
H 2.885 -0.976 -6.326
H 3.382 -0.297 -4.755
H 3.719 0.584 -6.256
O -1.134 -0.358 0.709
As -1.229 -0.681 2.385
C -2.003 0.963 3.139
C -3.043 1.570 2.425
C -3.721 2.638 3.028
C -3.348 3.102 4.291
C -2.282 2.501 4.963
C -1.587 1.434 4.383
C -2.976 -1.609 2.352
C -3.501 -2.134 1.163
C -4.750 -2.764 1.208
C -5.481 -2.803 2.400
C -4.983 -2.188 3.554
C -3.744 -1.541 3.516
C 0.037 -1.303 4.189
C -0.768 -2.016 5.057
C -0.251 -2.417 6.314
C 1.087 -2.140 6.636
C 1.888 -1.459 5.723
C 1.379 -1.050 4.472
H -3.335 1.184 1.444
H -4.566 3.091 2.504
H -3.899 3.922 4.761
H -1.997 2.830 5.961
H -0.758 0.959 4.911
H -2.951 -2.032 0.224
H -5.146 -3.236 0.299
H -6.448 -3.311 2.434
H -5.538 -2.197 4.494
H -3.395 -0.977 4.382
H -1.806 -2.295 4.814
H -0.896 -2.957 7.021
H 1.497 -2.470 7.605
H 2.936 -1.241 5.970
H 2.078 -0.572 3.782
*
```

Output
**E_LUMO (alpha / beta)**: 2.30 / 2.29 eV
**Frontier orbital gap (alpha / beta)**: 3.857 / 6.734 eV